Here is 2 unconnected molecules or ions with the total composition C13H27FN5O in a non-equilibrium geometry from the OMol25 dataset. Energies are from ωB97M-V with the def2-TZVPD basis set.

XYZ file:
```
47
C13H27FN5O ωB97M-V with the def2-TZVPD basis set
F -4.525 -0.109 -3.249
O 3.663 0.619 -2.920
N 1.819 0.341 -1.510
N -0.754 0.854 -0.667
N 1.940 -2.334 2.769
N -2.852 1.250 0.265
N -2.733 0.476 -1.941
C -0.567 0.196 3.894
C 2.516 0.269 -2.775
C 0.219 -0.382 5.066
C 1.832 -1.582 3.628
C -4.115 -0.053 -1.947
C 1.400 1.738 -1.252
C -2.155 0.855 -0.790
C 3.466 -1.402 -0.730
C -4.235 -1.429 -1.320
C 1.694 -0.627 4.729
C -0.087 1.846 -1.548
C 2.652 -0.166 -0.391
C 1.703 -0.260 -3.927
H 1.980 2.468 -1.812
H 2.224 -1.024 5.595
H -0.580 -0.493 3.047
H -3.949 -2.176 -2.053
H -3.743 0.864 0.518
H -0.448 2.849 -1.346
H -0.132 1.142 3.560
H 3.306 0.590 0.042
H 1.672 -1.345 -3.915
H -1.601 0.383 4.186
H 3.857 -1.789 0.207
H 2.180 0.306 4.440
H -0.241 -1.319 5.384
H 1.954 -0.441 0.400
H -0.248 1.591 -2.594
H -2.418 1.923 0.875
H 1.517 1.917 -0.188
H 0.164 0.303 5.912
H -5.273 -1.591 -1.050
H -0.450 -0.078 -0.950
H 2.887 -2.193 -1.194
H -2.129 -0.154 -2.467
H 2.098 0.126 -4.858
H -4.749 0.665 -1.428
H 4.332 -1.118 -1.317
H -3.644 -1.522 -0.413
H 0.674 0.086 -3.837
```

Output
spin multiplicity: 1
highest occupied orbital energy: -12.1 eV
net charge: +1
calculated total energy: -960.176452 Eh